Entry 1:
The molecule C22H29N3S. Source: the Open Molecules 2025 dataset; level of theory: the ωB97M-V functional and the def2-TZVPD basis.

Properties
**Frontier orbital gap**: 8.331 eV
**Relative energy (zero: lowest compared OMol25 entry of this formula, charge and spin)**: 0.703 eV
**Calculated total energy**: -1418.181930 hartree
**Total charge**: 0
**E_LUMO**: 0.59 eV
**E_HOMO**: -0.285 hartree

Positions of all 55 atoms, in Å:
C1 -1.8020 5.0876 -2.4893
C2 -0.4065 5.0205 -3.0974
H1 -0.3431 5.6985 -3.9496
C3 -0.0553 3.6107 -3.5867
N1 -0.1346 2.6251 -2.5143
C4 0.5320 2.6301 -1.3398
N2 0.1235 1.7667 -0.3715
C5 1.0082 1.4115 0.7209
C6 1.5935 0.0124 0.4745
N3 0.5859 -1.0173 0.2754
C7 -0.3439 -0.6011 -0.7556
C8 -0.9412 0.7922 -0.4875
H2 -1.6675 1.0588 -1.2557
H3 -1.4776 0.7786 0.4686
H4 -1.1427 -1.3389 -0.8447
H5 0.2117 -0.5711 -1.7000
C9 -0.0309 -1.4754 1.5166
C10 0.9936 -2.1414 2.4123
C11 0.8307 -2.1015 3.7903
C12 1.7234 -2.7520 4.6233
C13 2.7912 -3.4496 4.0863
C14 2.9606 -3.4925 2.7127
C15 2.0654 -2.8464 1.8799
H6 2.2017 -2.8694 0.8099
H7 3.7939 -4.0329 2.2879
H8 3.4897 -3.9561 4.7358
H9 1.5854 -2.7119 5.6939
H10 -0.0016 -1.5582 4.2159
C16 -1.1024 -2.5125 1.2587
C17 -2.3431 -2.4082 1.8716
C18 -3.3104 -3.3786 1.6736
C19 -3.0472 -4.4635 0.8566
C20 -1.8115 -4.5739 0.2400
C21 -0.8439 -3.6080 0.4428
H11 0.1180 -3.6908 -0.0378
H12 -1.6006 -5.4192 -0.3987
H13 -3.8013 -5.2207 0.7011
H14 -4.2712 -3.2849 2.1582
H15 -2.5582 -1.5625 2.5106
H16 -0.4899 -0.6449 2.0829
H17 2.2329 -0.2692 1.3116
H18 2.2056 0.0498 -0.4329
H19 1.8094 2.1483 0.7787
H20 0.4394 1.4366 1.6556
S1 1.7961 3.6688 -1.0434
H21 -0.8450 1.9242 -2.6391
C22 1.3068 3.5752 -4.2791
H22 1.2962 4.2326 -5.1439
H23 2.0830 3.9033 -3.5953
H24 1.5350 2.5641 -4.6090
H25 -0.8191 3.3004 -4.3112
H26 0.3312 5.3337 -2.3597
H27 -2.0325 6.1069 -2.1905
H28 -1.8668 4.4545 -1.6065
H29 -2.5541 4.7614 -3.2067

***

Entry 2:
A cluster of 4 separate species, C19H38F9NO10S4 in total. Source: the Open Molecules 2025 dataset; level of theory: the ωB97M-V functional and the def2-TZVPD basis.

Properties
**Frontier orbital gap**: 10.034 eV
**Relative energy (zero: lowest compared OMol25 entry of this formula, charge and spin)**: 0.000 eV
**Calculated total energy**: -4045.408094 hartree
**Total charge**: 0
**E_LUMO**: 0.34 eV
**E_HOMO**: -0.356 hartree

Positions of all 81 atoms, in Å:
O1 -2.3050 -1.1807 3.0760
C1 -2.5982 -1.8408 2.1045
N1 -3.2421 -3.0602 2.1569
C2 -3.9782 -3.3017 0.9012
C3 -3.2684 -2.4011 -0.1418
C4 -2.3011 -1.5114 0.6580
C5 -0.8331 -1.7565 0.2675
C6 0.2349 -1.1368 1.1695
C7 0.4211 0.3693 0.9079
C8 -0.2107 1.2382 1.9992
C9 -0.3353 2.6916 1.6080
F1 -0.2403 3.4960 2.6928
F2 0.6634 3.0553 0.7645
C10 -1.7334 2.9951 0.9589
F3 -2.0394 2.0103 0.0980
F4 -2.6415 2.9948 1.9403
S1 -1.9336 4.6221 -0.0289
F5 -0.9003 4.0492 -1.1032
F6 -3.1416 4.0020 -0.8486
F7 -2.9654 5.2309 0.9981
F8 -0.7490 5.3026 0.7751
F9 -2.0506 5.9288 -0.9001
H1 -3.8602 -3.0755 2.9616
H2 -3.9214 -4.3579 0.6414
H3 -5.0233 -3.0087 1.0184
H4 -2.7421 -2.9835 -0.8984
H5 -4.0012 -1.7953 -0.6744
H6 -2.5513 -0.4583 0.5017
H7 -0.6747 -2.8382 0.2008
H8 -0.7054 -1.3655 -0.7478
H9 -0.0242 -1.2992 2.2191
H10 1.1787 -1.6573 0.9981
H11 1.4806 0.6145 0.8211
H12 -0.0237 0.6134 -0.0608
H13 0.4003 1.2219 2.9051
H14 -1.1981 0.8544 2.2685
O2 5.1814 3.4221 -1.1362
S2 5.2263 4.7070 -1.7675
O3 5.5896 5.8509 -0.9896
O4 3.8447 4.9678 -2.5003
C11 2.6324 4.7481 -1.7283
C12 2.3287 5.8827 -0.7783
C13 6.2373 4.6384 -3.2041
H15 2.7211 3.7941 -1.2078
H16 1.8582 4.6485 -2.4868
H17 3.0601 5.9427 0.0263
H18 1.3480 5.7132 -0.3375
H19 2.3233 6.8399 -1.2999
H20 5.9347 3.7856 -3.8048
H21 7.2607 4.5214 -2.8545
H22 6.1260 5.5707 -3.7510
O5 -1.9567 -0.6283 -3.5347
S3 -0.7200 -0.8346 -4.2310
O6 0.4877 -0.9246 -3.4687
O7 -0.5696 0.2784 -5.3476
C14 -0.7877 1.6570 -4.9367
C15 0.3900 2.2332 -4.1823
C16 -0.8479 -2.2286 -5.2923
H23 -1.7067 1.6998 -4.3519
H24 -0.9552 2.1799 -5.8754
H25 0.5168 1.7569 -3.2112
H26 0.2223 3.3000 -4.0271
H27 1.3113 2.1018 -4.7495
H28 -1.7539 -2.1363 -5.8843
H29 -0.8944 -3.1027 -4.6464
H30 0.0369 -2.2672 -5.9218
O8 -1.5080 -7.0841 4.5951
S4 -0.9043 -5.8637 4.1471
O9 -0.7193 -5.6566 2.7435
O10 0.4821 -5.6762 4.8999
C17 1.3979 -6.8009 4.8923
C18 2.1401 -6.9343 3.5811
C19 -1.7324 -4.4883 4.8536
H31 0.8391 -7.7039 5.1398
H32 2.0785 -6.5850 5.7130
H33 1.4708 -7.2162 2.7702
H34 2.9082 -7.7021 3.6821
H35 2.6194 -5.9921 3.3160
H36 -1.8266 -4.6526 5.9233
H37 -2.7075 -4.4399 4.3797
H38 -1.1695 -3.5839 4.6361

***

Entry 3:
The molecule C3H10N3PS. Source: the Open Molecules 2025 dataset; level of theory: the ωB97M-V functional and the def2-TZVPD basis.

Properties
**Frontier orbital gap**: 9.337 eV
**Relative energy (zero: lowest compared OMol25 entry of this formula, charge and spin)**: 1.276 eV
**Calculated total energy**: -1024.092317 hartree
**Total charge**: 0
**E_LUMO**: 0.73 eV
**E_HOMO**: -0.316 hartree

Positions of all 18 atoms, in Å:
C1 1.1372 -1.4602 0.4957
C2 1.7947 -0.4924 -0.4812
C3 2.1988 0.7266 -0.0813
N1 -2.8774 -0.0580 -0.0324
N2 -0.7921 0.9075 -1.3296
N3 -0.7196 0.9259 1.2361
P1 -1.2206 0.0273 0.0414
S1 -0.4656 -1.9368 -0.1833
H1 1.8298 -2.2389 0.5562
H2 1.1610 -0.8317 1.4863
H3 1.9501 -0.9540 -1.4053
H4 2.5438 1.3886 -0.7226
H5 2.2180 1.1107 0.9897
H6 -3.4804 -0.3324 -0.8079
H7 -3.4202 -0.3064 0.7648
H8 -1.5624 1.4658 -1.5952
H9 0.0033 1.4390 -1.0161
H10 -0.2983 0.6192 2.0845

***

Entry 4:
The molecule C5H10O. Source: the Open Molecules 2025 dataset; level of theory: the ωB97M-V functional and the def2-TZVPD basis.

Properties
**Frontier orbital gap**: 9.772 eV
**Relative energy (zero: lowest compared OMol25 entry of this formula, charge and spin)**: 4.055 eV
**Calculated total energy**: -271.603610 hartree
**Total charge**: 0
**E_LUMO**: 1.06 eV
**E_HOMO**: -0.320 hartree

Positions of all 16 atoms, in Å:
C1 -1.2413 1.2329 -0.9508
C2 -0.2081 0.2121 -1.2715
C3 0.1740 -0.5279 0.2523
C4 0.0128 -0.1010 1.7441
C5 1.2438 -1.5014 0.0367
O1 1.5475 -0.1737 -0.2527
H1 -0.8276 1.9396 -0.2165
H2 -2.0875 0.7162 -0.5054
H3 -1.5273 1.8049 -1.8342
H4 0.5844 0.7408 -1.8888
H5 -0.5001 -0.6333 -1.8872
H6 -0.5146 0.8487 1.8391
H7 -0.4971 -0.8181 2.4144
H8 1.0258 0.0414 2.1650
H9 1.1836 -2.2332 -0.7647
H10 1.8970 -1.7539 0.8648

***

Q: Which of these has the lowest E_LUMO?
A: C19H38F9NO10S4